[1]
The following is a quantum chemistry calculation of a molecular structure, C59H44N9Y, from OMol25.

The highest occupied orbital energy (alpha / beta) comes out at -6.3 / -6.4 eV. The orbital gap (alpha / beta) comes out at 5.08 / 5.06 eV. The LUMO energy (alpha / beta) comes out at -1.2491 / -1.3026 eV.

```
! RIJCOSX wB97M-V def2-TZVPD def2/J DEFGRID3
* xyz 0 1
Y 0.441 0.418 0.088
C 1.907 2.178 -6.077
C 3.055 1.400 -5.870
C 3.432 1.005 -4.598
C 2.626 1.398 -3.539
C 2.697 1.138 -2.099
N 1.601 1.684 -1.491
C 0.879 2.371 -2.430
N -0.122 3.198 -2.205
C -0.687 3.346 -1.014
C -1.482 4.495 -0.619
C -1.839 5.661 -1.288
C -2.577 6.599 -0.590
C -2.945 6.390 0.749
C -2.583 5.236 1.418
C -1.847 4.289 0.713
C -1.282 3.008 1.094
N -1.469 2.423 2.308
C -0.649 1.533 2.770
N 0.567 1.163 2.246
C 1.286 0.463 3.181
N 2.503 0.012 3.076
C 3.198 0.062 1.917
N 2.713 0.263 0.672
C 3.771 0.308 -0.205
N 3.727 0.560 -1.512
C 4.998 0.047 0.521
C 6.327 -0.048 0.120
C 7.271 -0.316 1.093
C 6.906 -0.470 2.443
C 5.589 -0.359 2.844
C 4.637 -0.102 1.861
C 0.482 0.390 4.411
C 0.877 0.428 5.680
C -0.071 0.827 6.731
C -1.347 1.098 6.450
C -1.927 0.794 5.103
C -0.914 0.655 3.952
N -0.605 2.486 0.062
C 1.487 2.173 -3.745
C 1.110 2.578 -5.017
H 1.641 2.467 -7.085
H 3.654 1.105 -6.722
H 4.317 0.406 -4.428
H -1.546 5.820 -2.317
H -2.875 7.516 -1.081
H -3.519 7.149 1.263
H -2.858 5.068 2.450
H 6.602 0.078 -0.918
H 8.313 -0.406 0.816
H 7.675 -0.676 3.176
H 5.299 -0.469 3.880
H 1.926 0.306 5.917
H 0.315 0.988 7.729
H -2.002 1.488 7.219
H -2.777 1.425 4.843
H 0.222 3.177 -5.167
C -1.045 -3.887 2.236
C -0.156 -3.590 1.049
C -0.704 -3.726 -0.232
C -2.146 -4.139 -0.398
C 0.069 -3.489 -1.373
C -0.588 -3.684 -2.717
C 1.415 -3.123 -1.235
C 2.305 -2.876 -2.430
C 1.986 -3.060 0.044
C 3.484 -2.924 0.175
C 1.201 -3.270 1.192
C 1.875 -3.264 2.546
H -1.313 -4.946 2.270
H -1.980 -3.329 2.176
H -0.581 -3.654 3.189
H -2.280 -4.786 -1.264
H -2.788 -3.267 -0.554
H -2.525 -4.675 0.467
H -0.752 -4.747 -2.915
H -0.006 -3.289 -3.541
H -1.559 -3.190 -2.751
H 2.980 -3.718 -2.604
H 2.932 -1.994 -2.285
H 1.744 -2.714 -3.344
H 3.958 -3.898 0.013
H 3.798 -2.577 1.154
H 3.909 -2.243 -0.561
H 2.526 -4.135 2.657
H 1.170 -3.286 3.372
H 2.495 -2.380 2.693
C -1.277 -0.476 -3.980
C -2.649 -0.519 -3.778
C -3.150 -0.542 -2.486
C -2.290 -0.500 -1.380
C -0.901 -0.454 -1.552
C -0.440 -0.452 -2.875
C -2.859 -0.535 0.007
C -4.237 -0.649 0.191
C -4.750 -0.811 1.451
C -3.900 -0.839 2.546
C -4.446 -1.125 3.882
C -3.699 -1.111 4.976
C -2.268 -0.721 4.895
C -1.591 -0.692 3.497
C -2.539 -0.640 2.314
N -2.023 -0.501 1.074
H -0.865 -0.461 -4.982
H -3.331 -0.536 -4.618
H -4.224 -0.584 -2.374
H 0.631 -0.436 -3.071
H -4.906 -0.644 -0.652
H -5.816 -0.940 1.596
H -5.499 -1.373 3.931
H -4.124 -1.347 5.943
H -1.657 -1.305 5.586
H -0.864 -1.486 3.313
*
```



[2]
The following is a quantum chemistry calculation of a gas-phase ion, C37H66BF3NO3S2 (charge -1), from OMol25.

The highest occupied orbital energy comes out at -5.7 eV. The orbital gap comes out at 7.40 eV. The LUMO energy comes out at 1.7051 eV.

```
! RIJCOSX wB97M-V def2-TZVPD def2/J DEFGRID3
* xyz -1 1
C -11.592 -2.422 -3.709
C -10.058 -2.326 -4.282
C -9.467 -0.763 -4.332
C -7.877 -0.880 -3.897
C -7.106 0.585 -3.848
C -5.614 0.436 -3.139
C -5.459 1.417 -1.797
C -4.747 2.782 -2.286
C -3.165 2.960 -2.180
B -2.291 2.144 -1.082
C -2.404 2.617 0.477
C -3.856 3.116 1.017
C -4.784 1.905 1.703
S -4.212 1.810 3.524
C -5.587 1.141 4.612
S -5.291 1.176 6.321
N -6.864 0.599 4.006
C -8.065 1.079 4.805
C -8.155 2.712 4.961
C -6.808 -0.915 4.023
C -8.022 -1.657 3.198
C -0.700 2.542 -1.490
C 0.394 1.991 -0.402
O 1.722 1.764 -0.992
C 2.813 2.172 -0.093
C 4.016 1.021 0.049
O 5.009 1.080 -1.035
C 6.335 0.607 -0.608
C 7.670 1.209 -1.412
C 9.204 0.745 -0.943
C 9.487 -0.325 0.302
C 11.064 -0.675 0.714
C 11.549 0.627 1.645
C 12.023 -0.652 -0.613
C 11.220 -1.990 1.674
C 11.513 -3.402 0.898
C 13.131 -3.646 0.548
C 10.528 -3.694 -0.395
C 11.150 -4.607 2.001
C 8.165 -0.928 1.061
C 6.652 -0.467 0.592
C -2.277 0.479 -1.298
O -2.647 -0.278 -0.099
C -2.922 -1.695 -0.380
F -2.709 -2.420 0.929
F -2.003 -2.336 -1.348
F -4.368 -1.887 -0.701
H -11.673 -3.456 -3.121
H -12.367 -2.519 -4.604
H -11.891 -1.585 -2.946
H -9.359 -2.898 -3.514
H -9.948 -2.845 -5.331
H -10.112 -0.101 -3.613
H -9.630 -0.389 -5.440
H -7.850 -1.343 -2.814
H -7.363 -1.557 -4.717
H -6.961 0.902 -4.986
H -7.791 1.391 -3.345
H -5.321 -0.671 -2.894
H -4.839 0.828 -3.946
H -6.583 1.685 -1.497
H -5.002 0.871 -0.874
H -5.293 3.687 -1.728
H -5.055 2.936 -3.431
H -2.689 2.719 -3.250
H -2.929 4.120 -2.017
H -1.677 3.558 0.596
H -1.989 1.832 1.271
H -3.621 3.831 1.948
H -4.471 3.797 0.281
H -4.562 0.847 1.260
H -5.924 2.173 1.683
H -8.069 0.518 5.853
H -9.038 0.728 4.248
H -7.911 3.298 3.974
H -9.284 2.964 5.230
H -7.515 3.127 5.860
H -5.787 -1.231 3.543
H -6.810 -1.285 5.145
H -8.589 -0.924 2.456
H -7.526 -2.553 2.589
H -8.784 -2.110 3.983
H -0.581 3.695 -1.694
H -0.460 1.980 -2.515
H 0.396 2.781 0.494
H 0.082 0.961 0.114
H 3.260 3.200 -0.498
H 2.476 2.395 1.017
H 3.500 -0.047 -0.025
H 4.466 1.179 1.133
H 7.599 1.967 -2.312
H 10.135 1.208 -1.527
H 11.670 0.316 2.786
H 12.567 1.101 1.246
H 10.740 1.484 1.609
H 13.104 -0.970 -0.274
H 12.124 0.482 -0.969
H 11.612 -1.241 -1.539
H 10.323 -2.180 2.410
H 12.167 -1.787 2.370
H 13.746 -3.216 1.476
H 13.375 -4.788 0.469
H 13.461 -3.114 -0.441
H 10.954 -3.316 -1.421
H 10.473 -4.883 -0.490
H 9.401 -3.359 -0.201
H 9.984 -4.742 2.140
H 11.681 -5.620 1.750
H 11.612 -4.225 3.021
H 8.251 -1.676 1.957
H 5.723 -0.905 1.178
H -1.212 0.081 -1.636
H -3.012 0.143 -2.176
*
```



[3]
The following is a quantum chemistry calculation of 2 unconnected molecules or ions with the total composition C43H44BN3O5, from OMol25.

The highest occupied orbital energy comes out at -4.9 eV. The orbital gap comes out at 3.27 eV. The LUMO energy comes out at -1.6380 eV.

```
! RIJCOSX wB97M-V def2-TZVPD def2/J DEFGRID3
* xyz 0 1
C 5.106 -4.084 -1.424
C 4.889 -2.670 -1.646
C 5.882 -1.706 -1.798
C 5.279 -0.447 -1.682
C 3.897 -0.656 -1.540
B 2.783 0.147 -0.448
C 3.549 1.113 0.462
C 3.343 1.460 1.776
C 4.339 2.430 2.151
C 5.101 2.640 1.038
C 6.244 3.515 0.745
O 4.675 1.813 0.031
C 2.823 0.418 -2.015
C 2.260 0.065 -3.272
C 2.489 1.089 -4.184
C 3.106 2.129 -3.511
C 3.719 3.388 -3.911
O 3.261 1.768 -2.211
C 1.958 -1.017 0.131
C 0.903 -1.775 -0.342
C 0.675 -2.849 0.575
C 1.647 -2.721 1.555
C 2.106 -3.569 2.641
O 2.426 -1.609 1.293
O 3.662 -2.064 -1.575
H 6.177 -4.254 -1.326
H 4.663 -4.439 -0.478
H 4.703 -4.747 -2.190
H 6.926 -1.868 -1.975
H 5.777 0.530 -1.740
H 2.524 1.119 2.398
H 4.418 2.953 3.119
H 6.342 4.214 1.577
H 7.189 2.959 0.685
H 6.074 4.082 -0.175
H 1.860 -0.922 -3.450
H 2.294 1.072 -5.243
H 3.629 3.504 -4.995
H 3.262 4.264 -3.423
H 4.794 3.381 -3.679
H 0.350 -1.603 -1.264
H -0.078 -3.642 0.456
H 1.272 -4.206 2.954
H 2.881 -4.255 2.260
H 2.488 -2.995 3.496
C -6.948 0.696 1.663
N -5.519 0.428 1.705
C -5.065 -0.555 2.544
O -5.743 -1.186 3.340
C -3.567 -0.723 2.283
C -3.152 -2.210 2.188
C -3.277 -2.979 3.481
C -3.863 -4.245 3.457
C -4.110 -4.914 4.651
C -3.729 -4.334 5.875
C -3.030 -3.115 5.877
C -2.782 -2.443 4.672
N -3.340 0.048 1.063
C -2.079 0.244 0.608
C -1.703 0.898 -0.562
C -0.464 1.231 -1.185
C -0.561 2.169 -2.296
C 0.330 3.238 -2.565
C 0.117 4.096 -3.627
C -0.938 3.837 -4.565
C -1.137 4.750 -5.673
N -1.294 5.510 -6.551
C -1.835 2.790 -4.327
C -1.666 1.997 -3.188
C -4.584 0.723 0.606
C -5.143 0.174 -0.698
C -4.409 2.265 0.533
H -7.368 0.441 2.648
H -7.134 1.764 1.496
H -7.485 0.131 0.879
H -3.047 -0.245 3.131
H -3.831 -2.690 1.454
H -2.118 -2.315 1.799
H -4.176 -4.662 2.493
H -4.621 -5.881 4.636
H -3.977 -4.825 6.828
H -2.692 -2.661 6.805
H -2.256 -1.491 4.643
H -1.294 -0.198 1.220
H -2.604 1.202 -1.076
H 0.542 0.904 -0.872
H 1.218 3.380 -1.928
H 0.777 4.994 -3.730
H -2.697 2.579 -4.995
H -2.390 1.179 -3.045
H -5.610 -0.809 -0.525
H -5.912 0.871 -1.036
H -4.387 0.095 -1.481
H -4.213 2.682 1.544
H -3.570 2.536 -0.121
H -5.328 2.675 0.079
*
```



[4]
The following is a quantum chemistry calculation of 2 unconnected molecules or ions with the total composition C7H12O, from OMol25.

The highest occupied orbital energy comes out at -9.1 eV. The orbital gap comes out at 9.72 eV. The SMILES is C=CC(=C)C(=C)C.O. The LUMO energy comes out at 0.6330 eV.

```
! RIJCOSX wB97M-V def2-TZVPD def2/J DEFGRID3
* xyz 0 1
C 0.713 1.571 1.913
C 0.897 0.656 0.970
C 0.048 -0.501 0.616
C -0.939 -0.946 1.392
C 0.333 -1.131 -0.705
C 1.014 -2.256 -0.843
C -0.198 -0.392 -1.927
H 1.462 2.322 2.118
H -0.054 1.546 2.669
H 1.637 0.893 0.207
H -1.084 -0.371 2.303
H -1.659 -1.720 1.180
H 1.303 -2.941 -0.054
H 1.256 -2.714 -1.799
H 0.534 0.335 -2.275
H -1.198 -0.024 -1.731
H -0.384 -1.116 -2.713
O -1.390 2.301 -0.816
H -1.776 1.777 -1.512
H -0.509 1.993 -0.611
*
```



[5]
The following is a quantum chemistry calculation of a gas-phase ion, C2H6BrN3 (charge +2), from OMol25.

As for the expectation value of S²: 2.023. The highest occupied orbital energy (alpha / beta) comes out at -15.7 / -19.1 eV. The orbital gap (alpha / beta) comes out at 6.35 / 4.03 eV. The LUMO energy (alpha / beta) comes out at -9.3642 / -15.0783 eV.

```
! RIJCOSX wB97M-V def2-TZVPD def2/J DEFGRID3
* xyz 2 3
C -0.633 -1.084 -0.194
C 1.257 0.775 -0.091
N -1.789 -1.745 0.075
N 1.345 2.049 -0.062
N -0.341 0.164 0.174
Br 2.583 -0.485 -0.214
H 0.232 -1.632 -0.604
H -1.946 -2.802 -0.067
H -2.650 -1.414 0.390
H 0.553 2.742 -0.250
H 2.268 2.499 0.060
H -0.879 0.931 0.782
*
```



[6]
The following is a quantum chemistry calculation of 2 unconnected molecules or ions with the total composition C5H10Cl2NP, from OMol25.

The highest occupied orbital energy (alpha / beta) comes out at -8.4 / -8.5 eV. The orbital gap (alpha / beta) comes out at 7.12 / 8.02 eV. The LUMO energy (alpha / beta) comes out at -1.2582 / -0.5297 eV.

```
! RIJCOSX wB97M-V def2-TZVPD def2/J DEFGRID3
* xyz 0 1
C 1.725 -0.640 -0.581
C 2.259 0.789 -0.246
C 0.956 0.322 0.475
C -1.115 0.843 1.058
C -1.562 -0.678 1.367
N -0.103 1.017 0.079
P -1.821 -0.584 -2.362
Cl -3.280 -0.591 1.930
Cl -0.700 -0.912 -4.066
H 1.488 -0.924 -1.612
H 2.179 -1.371 0.018
H 3.035 0.810 0.378
H 2.290 1.531 -1.045
H 1.142 -0.249 1.310
H -0.790 1.134 2.016
H -1.967 1.404 0.753
H -0.968 -1.150 2.331
H -1.495 -1.410 0.504
H -1.273 0.659 -2.307
*
```



[7]
The following is a quantum chemistry calculation of a molecular structure, C21H28F2NO6S2, from OMol25.

The highest occupied orbital energy comes out at -6.3 eV. The orbital gap comes out at 6.55 eV. The LUMO energy comes out at 0.2393 eV.

```
! RIJCOSX wB97M-V def2-TZVPD def2/J DEFGRID3
* xyz -1 1
C 3.462 -1.142 0.402
C 2.742 -0.362 -0.703
C 3.087 1.125 -0.673
C 2.273 2.000 -1.629
C 0.779 2.063 -1.320
C 0.457 2.798 -0.016
C -0.949 3.397 0.008
C -2.062 2.352 0.007
C -3.465 2.949 0.207
C -4.490 2.553 -0.863
C -5.222 1.232 -0.584
C -4.478 0.025 -1.102
C -4.405 -0.145 -2.487
C -3.732 -1.210 -3.065
C -3.117 -2.160 -2.260
C -3.199 -2.029 -0.884
C -3.860 -0.935 -0.299
C -3.840 -0.853 1.191
O -3.889 0.190 1.805
C -3.714 -2.146 1.925
C -3.104 -3.189 1.363
C -2.585 -3.088 -0.027
O -1.726 -3.836 -0.437
H 4.527 -1.221 0.185
H 3.042 -2.137 0.539
H 3.383 -0.612 1.355
H 1.663 -0.513 -0.624
H 3.060 -0.766 -1.669
H 4.144 1.221 -0.946
H 3.007 1.493 0.354
H 2.670 3.019 -1.595
H 2.413 1.621 -2.647
H 0.356 1.057 -1.278
H 0.265 2.573 -2.145
H 0.532 2.100 0.824
H 1.186 3.597 0.136
H -1.068 4.018 0.902
H -1.064 4.041 -0.873
H -2.042 1.798 -0.937
H -1.848 1.630 0.799
H -3.852 2.632 1.178
H -3.398 4.040 0.232
H -3.992 2.490 -1.834
H -5.244 3.341 -0.944
H -5.410 1.133 0.483
H -6.197 1.251 -1.080
H -4.893 0.587 -3.121
H -3.685 -1.307 -4.142
H -2.586 -2.999 -2.687
H -4.060 -2.155 2.952
H -2.920 -4.114 1.897
N 6.854 -3.574 2.991
S 6.682 -2.006 2.833
O 6.715 -1.541 1.481
O 7.334 -1.220 3.831
F 5.145 -1.945 3.234
S 8.269 -4.183 2.657
O 8.184 -5.606 2.597
O 9.362 -3.591 3.361
F 8.504 -3.739 1.142
*
```